Entry 1:
The following is a quantum chemistry calculation of a cluster of 5 separate species, C30H34BN5O2S in total, from the Open Molecules 2025 dataset.

CARTESIAN COORDINATES (ANGSTROEM)
C  2.9891  -3.6754  0.1323
C  3.4478  -2.2616  -0.3981
O  2.4909  -1.6501  -1.3114
B  1.6773  -0.7337  -0.6144
O  1.6210  0.6394  -0.9208
C  0.7708  -1.2193  0.6204
C  1.3883  -1.1343  1.9659
C  0.6907  -1.5724  3.1852
C  -0.6626  -2.1040  2.9989
C  -1.2749  -2.1720  1.6835
C  -0.6097  -1.7237  0.4334
N  -1.2593  -1.8186  -0.8416
C  -2.6261  -1.2905  -0.8102
C  -3.0403  -0.3345  -1.8604
C  -4.4082  0.2015  -1.8244
C  -5.3971  -0.2000  -0.8140
C  -4.9835  -1.1415  0.2213
C  -3.6123  -1.6619  0.2152
S  -2.9850  -2.8086  1.4996
H  1.8752  -3.7810  0.0436
H  3.5399  -4.4926  -0.4085
H  3.2264  -3.7424  1.2481
H  4.3792  -2.4256  -1.0111
H  3.7565  -1.5589  0.4275
H  2.2040  0.8199  -1.6878
H  2.4221  -0.7105  2.0523
H  1.2068  -1.4647  4.1626
H  -1.2575  -2.4642  3.8740
H  -0.8045  -1.2593  -1.5653
H  -2.3441  0.0111  -2.6646
H  -4.7445  0.9519  -2.5855
H  -6.4331  0.2175  -0.8307
H  -5.6716  -1.4914  1.0316
N  -3.2488  1.1497  -6.3726
C  -2.8710  0.1420  -5.5275
C  -1.5314  -0.0859  -5.7133
C  -1.0822  0.8239  -6.7053
C  -2.1631  1.5741  -7.0904
H  -4.1792  1.5213  -6.4532
H  -3.5870  -0.3255  -4.8700
H  -0.9390  -0.8235  -5.1939
H  -0.0797  0.9178  -7.0922
H  -2.2541  2.3702  -7.8118
N  5.0985  -3.8256  3.5156
C  6.2675  -3.1889  3.1938
C  7.2861  -4.1014  3.2891
C  6.7102  -5.3381  3.6776
C  5.3603  -5.1376  3.8066
H  4.1891  -3.3967  3.5342
H  6.2727  -2.1440  2.9272
H  8.3294  -3.9033  3.0995
H  7.2275  -6.2701  3.8431
H  4.5652  -5.8123  4.0807
N  -1.0586  1.7665  3.2084
C  -0.1778  2.1037  2.2182
C  0.3111  3.3547  2.4943
C  -0.2947  3.7878  3.7026
C  -1.1326  2.7846  4.1205
H  -1.5719  0.9023  3.2579
H  0.0227  1.4257  1.4036
H  1.0253  3.8987  1.8958
H  -0.1341  4.7273  4.2084
H  -1.7737  2.7081  4.9842
N  -2.3183  5.9459  0.1294
C  -2.5747  6.6716  -1.0034
C  -2.0538  5.9860  -2.0706
C  -1.4652  4.7983  -1.5627
C  -1.6471  4.8011  -0.2033
H  -2.5827  6.2122  1.0618
H  -3.1027  7.6103  -0.9514
H  -2.0919  6.3013  -3.1018
H  -0.9655  4.0285  -2.1301
H  -1.3570  4.0905  0.5545

Gap between HOMO and LUMO ... 8.3 eV
SMILES ... CCOB(O)c1cccc2c1Nc1ccccc1S2.c1cc[nH]c1.c1cc[nH]c1.c1cc[nH]c1.c1cc[nH]c1
Largest force on an atom ... 3.8 eV Å⁻¹

Entry 2:
The following is a quantum chemistry calculation of the molecule C4H6O4, from the Open Molecules 2025 dataset.

CARTESIAN COORDINATES (ANGSTROEM)
C  0.0296  -0.2604  1.0509
C  0.9881  0.9265  0.8905
C  -0.7758  0.3254  -0.1500
C  -0.8736  -0.5628  -1.3610
H  0.1383  -2.0841  0.3545
H  -0.5606  -0.2900  2.0125
H  0.8789  1.6291  1.7485
H  2.0446  0.5996  0.6554
H  -1.6982  0.7189  0.1268
H  0.3474  0.7812  -2.0256
O  0.6998  -1.4862  0.8336
O  0.2242  1.3647  -0.3158
O  -0.0600  -0.0641  -2.3634
O  -1.3826  -1.5977  -1.4570

Gap between HOMO and LUMO ... 11.3 eV
SMILES ... O=C(O)[C@@H]1OC[C@@H]1O
Largest force on an atom ... 5.4 eV Å⁻¹

Entry 3:
The following is a quantum chemistry calculation of a cluster of 2 separate species, C8H18Si in total, from the Open Molecules 2025 dataset.

CARTESIAN COORDINATES (ANGSTROEM)
C  -0.7288  3.1344  -1.6435
C  -1.3397  2.0872  -2.4738
C  2.4112  0.6291  0.9349
C  0.5224  -2.4221  -0.5115
C  0.7096  -1.9128  2.6672
C  -1.6249  -0.8302  1.0965
C  -0.9187  0.8107  -2.4268
C  1.1342  0.3662  0.6135
Si  0.1744  -1.1644  0.9667
H  -0.7142  4.1518  -2.0220
H  0.3866  2.8806  -1.5230
H  -2.2352  2.3550  -2.9855
H  2.9802  1.5516  0.7652
H  -0.9050  3.2731  -0.5746
H  3.1961  -0.0442  1.3011
H  1.4501  -3.0785  -0.4349
H  -0.2436  -3.2266  -0.4554
H  0.5736  -1.8995  -1.3950
H  0.2826  -2.9348  2.9236
H  1.6424  -1.8401  3.1545
H  0.1669  -1.1742  3.3665
H  -1.8990  -0.3282  2.0968
H  -2.1965  -0.2964  0.2543
H  -1.9111  -1.9257  1.1160
H  -0.1086  0.4953  -1.8856
H  -1.4207  0.0451  -3.1011
H  0.6157  1.2975  0.1761

Gap between HOMO and LUMO ... 10.5 eV
SMILES ... C=C[Si](C)(C)C.C=CC
Largest force on an atom ... 4.4 eV Å⁻¹

Entry 4:
The following is a quantum chemistry calculation of a cluster of 2 separate species, C3H5IO in total, from the Open Molecules 2025 dataset.

CARTESIAN COORDINATES (ANGSTROEM)
C  0.0806  -1.8921  0.0375
C  -0.0433  -0.7179  -0.3061
C  0.5494  1.4616  0.0393
O  0.3662  0.3630  -0.7459
I  -2.9425  0.4294  0.1007
H  -0.7653  -2.4175  0.2494
H  1.0324  -2.5045  -0.2273
H  -0.0896  1.3768  0.9044
H  0.2640  2.4790  -0.4278
H  1.5480  1.4221  0.3759

Gap between HOMO and LUMO (spin up / spin down) ... 6.8 / 6.8 eV
Largest force on an atom ... 5.8 eV Å⁻¹

Entry 5:
The following is a quantum chemistry calculation of a cluster of 2 separate species, C3H11N2 in total, from the Open Molecules 2025 dataset.

CARTESIAN COORDINATES (ANGSTROEM)
C  2.4462  0.0758  -0.9810
N  1.3918  -0.3511  0.0232
H  1.8768  0.0950  -1.9690
H  2.8916  1.0280  -0.7363
H  3.1855  -0.7272  -0.9906
H  1.1741  -1.3309  -0.1616
H  0.3216  0.1831  0.0383
H  1.6880  -0.2705  0.9971
C  -1.9738  -0.5019  1.2687
C  -1.6917  0.8884  -0.6137
N  -1.1770  -0.0498  0.1146
H  -3.0025  -0.7395  1.1286
H  -1.9781  0.3340  2.0148
H  -1.2771  -1.2557  1.6704
H  -1.1192  1.5615  -1.2792
H  -2.7562  1.0610  -0.5244

Gap between HOMO and LUMO ... 11.3 eV
Charge ... +1
Largest force on an atom ... 3.8 eV Å⁻¹

Entry 6:
The following is a quantum chemistry calculation of the molecule C6H8OS, from the Open Molecules 2025 dataset.

CARTESIAN COORDINATES (ANGSTROEM)
C  1.7591  0.9920  -1.8515
C  0.6541  0.5981  -0.9081
C  0.0885  -0.6542  -0.8317
C  -0.9121  -0.7752  0.2410
C  -0.5926  -0.4680  1.6909
C  -1.1641  0.5890  0.8259
H  2.1193  0.1379  -2.5005
H  2.5777  1.4076  -1.2616
H  1.3402  1.7472  -2.5018
H  0.3313  -1.4098  -1.5669
H  -1.7314  -1.4568  0.0865
H  0.4521  -0.5463  1.9771
H  -1.1691  -1.8425  2.9155
H  -2.1712  0.9216  1.0391
O  -1.5097  -1.0438  2.5561
S  -0.0719  1.8031  0.0900

Gap between HOMO and LUMO ... 8.5 eV
SMILES ... CC1=C[C@H]2[C@H](O)[C@H]2S1
Largest force on an atom ... 3.0 eV Å⁻¹

> Which formula does entry 6 have?

C6H8OS